Entry from OMol25: a molecular structure, C48H55BN4OP2SSi2Sr (ωB97M-V/def2-TZVPD).

Each line ends with the Löwdin charge.
Atoms and positions in Å:
Sr1 -0.23329 0.71455 -0.29939  1.305
C1 0.68218 -1.42568 -1.30966  -0.392
P1 -1.07040 -2.02481 -0.93814  1.052
C2 -1.69820 -2.56784 -2.56174  -0.373
C3 -1.21309 -2.04386 -3.76490  -0.123
C4 -1.76553 -2.44479 -4.98112  -0.105
C5 -2.79465 -3.37670 -5.01069  -0.105
C6 -3.28932 -3.89897 -3.81939  -0.106
C7 -2.74926 -3.49053 -2.60140  -0.107
C8 -0.54456 -3.60688 -0.17799  -0.365
C9 -0.86389 -3.80624 1.16337  -0.086
C10 -0.48652 -4.97846 1.81482  -0.081
C11 0.20832 -5.96443 1.12285  -0.106
C12 0.52305 -5.78033 -0.21899  -0.094
C13 0.14672 -4.60631 -0.86803  -0.083
C14 1.37422 -1.41085 0.03589  -0.478
C15 2.41795 -2.27069 0.36740  -0.097
C16 2.55246 -2.22329 1.76900  -0.079
C17 1.54658 -1.36967 2.21129  -0.424
C18 1.31589 -0.95955 3.64171  -0.294
P2 -0.08310 0.23958 3.82726  1.089
C19 -1.51060 -0.92182 3.88672  -0.386
C20 -1.52861 -2.11111 4.61949  -0.116
C21 -2.64584 -2.93455 4.60441  -0.104
C22 -3.76277 -2.58526 3.84760  -0.103
C23 -3.76091 -1.40154 3.12292  -0.082
C24 -2.64267 -0.56820 3.14896  -0.087
C25 0.13301 0.62939 5.61310  -0.366
C26 1.31009 1.26924 6.02357  -0.108
C27 1.49200 1.65676 7.34741  -0.104
C28 0.49291 1.43437 8.28900  -0.118
C29 -0.69199 0.82535 7.89214  -0.100
C30 -0.86981 0.42690 6.56764  -0.091
N1 0.80257 -0.88343 1.19300  -0.103
H1 0.71401 -0.49930 -1.90122  0.012
H2 1.16638 -2.17524 -1.92635  0.088
H3 -0.45603 -1.27236 -3.76223  0.051
H4 -1.39969 -1.99392 -5.89736  0.084
H5 -3.22444 -3.68205 -5.95656  0.089
H6 -4.10266 -4.61288 -3.83550  0.087
H7 -3.14244 -3.89267 -1.67710  0.097
H8 -1.38834 -3.02989 1.69542  0.080
H9 -0.72933 -5.11178 2.86276  0.091
H10 0.50750 -6.87399 1.62707  0.088
H11 1.06550 -6.54749 -0.75837  0.092
H12 0.38580 -4.46452 -1.91474  0.107
H13 2.99705 -2.86036 -0.32696  0.096
H14 3.28700 -2.72489 2.38272  0.085
H15 2.21293 -0.47445 4.03184  0.071
H16 1.14019 -1.82533 4.28180  0.068
H17 -0.66482 -2.39812 5.21128  0.102
H18 -2.64283 -3.85931 5.17146  0.094
H19 -4.62723 -3.23754 3.82350  0.093
H20 -4.62677 -1.11428 2.53402  0.102
H21 -2.64297 0.35732 2.58758  0.082
H22 2.08973 1.48169 5.29369  0.101
H23 2.41419 2.14788 7.63981  0.094
H24 0.63162 1.74569 9.31831  0.089
H25 -1.48630 0.66005 8.61205  0.093
H26 -1.80360 -0.04307 6.27014  0.096
O1 -1.74695 0.50749 -2.16577  -0.389
N2 -2.88507 0.58689 -2.82410  -0.200
C31 -4.04268 0.45927 -2.11774  -0.034
C32 -5.27666 0.49564 -2.70577  -0.095
C33 -5.33694 0.66816 -4.09498  -0.109
C34 -4.16920 0.79664 -4.81147  -0.116
C35 -2.87848 0.76416 -4.20677  -0.706
S1 -1.44004 0.89251 -5.08327  0.596
H27 -3.88029 0.33516 -1.05503  0.127
H28 -6.16267 0.39505 -2.09393  0.091
H29 -6.29383 0.70103 -4.60455  0.091
H30 -4.17911 0.92584 -5.88310  0.083
C36 4.29335 4.15080 -0.46852  -0.200
Si1 3.16259 2.63444 -0.14770  0.438
C37 4.26013 1.39890 0.77118  -0.173
C38 1.93963 3.25466 1.17574  -0.189
C39 2.41725 2.02217 -1.73645  -0.347
C40 1.29334 2.80303 -2.28457  -0.395
C41 1.31975 3.41975 -3.56788  -0.060
C42 0.26292 4.17211 -4.02243  -0.106
C43 -0.84616 4.36377 -3.21264  -0.103
C44 -0.83065 3.75015 -1.98651  -0.166
N3 0.17185 2.99577 -1.52959  -0.029
Si2 3.46392 1.10752 -2.95028  0.441
C45 4.73664 2.14370 -3.97032  -0.200
C46 4.59285 -0.20964 -2.19050  -0.192
C47 2.42494 0.19592 -4.25360  -0.176
H31 4.70040 4.56640 0.46896  0.012
H32 3.73278 4.94733 -0.98656  0.024
H33 5.13815 3.86512 -1.11621  0.005
H34 4.81397 1.95220 1.54878  0.026
H35 4.99042 0.89733 0.13538  -0.006
H36 3.65679 0.62049 1.26497  0.023
H37 2.51672 3.81681 1.93026  0.025
H38 1.44473 2.45314 1.72772  -0.008
H39 1.15981 3.91034 0.77315  0.020
H40 2.20352 3.31691 -4.18889  0.079
H41 0.30516 4.62361 -5.01066  0.098
H42 -1.70571 4.93820 -3.53663  0.091
H43 -1.67601 3.83120 -1.31776  0.091
H44 5.31200 2.80116 -3.29626  0.007
H45 4.26842 2.78310 -4.73398  0.007
H46 5.44629 1.47875 -4.48941  0.013
H47 5.47158 0.22905 -1.70320  0.012
H48 4.94791 -0.85514 -3.01195  0.027
H49 4.07066 -0.82307 -1.45664  0.006
H50 1.59319 0.79816 -4.63881  -0.002
H51 1.98987 -0.72231 -3.82751  0.009
H52 3.06816 -0.10453 -5.09439  0.025
B1 -3.36771 4.30978 2.16626  -0.468
C48 -2.39712 3.27262 1.47140  -0.282
N4 -1.71201 2.48570 0.98763  0.021
H53 -3.76176 3.77695 3.20395  -0.016
H54 -2.74483 5.33814 2.40609  -0.016
H55 -4.30325 4.52217 1.39969  -0.016

Properties
Net charge ... -2
LUMO level ... 3.95 eV
Multiplicity ... 1
ΔE to the lowest compared entry with this formula, charge and spin ... 1.537 eV

=====

Entry from OMol25: a molecular structure, C8H5Cl2NNdO3Ti (ωB97M-V/def2-TZVPD).

Each line ends with the Mulliken spin population.
Atoms and positions in Å:
Nd1 -3.31976 3.33995 1.52530  3.036
Ti1 -0.61128 -1.78346 -1.06022  0.897
Cl1 -1.23678 2.09888 2.04155  -0.030
Cl2 -2.54233 -1.40040 -2.06488  -0.035
C1 -0.61037 -2.73888 0.52569  0.001
C2 -3.89781 2.87548 3.76818  -0.007
C3 -4.85088 1.55234 1.84077  -0.006
O1 -0.70357 -3.36664 1.53661  0.137
O2 -4.08698 2.38084 4.80554  0.003
O3 -5.64589 0.74051 2.09704  0.004
C4 3.62264 -0.10289 -1.71621  -0.002
C5 2.61920 -0.37223 -2.65481  -0.003
C6 1.33687 -0.68716 -2.22820  0.004
N1 1.01430 -0.66509 -0.87421  -0.001
C7 1.97262 -0.34372 0.04093  -0.004
C8 3.28607 -0.09049 -0.35782  0.003
H1 4.65418 0.08415 -2.03311  0.000
H2 2.83880 -0.39557 -3.72769  0.000
H3 0.50544 -0.88266 -2.93698  0.000
H4 1.62198 -0.34699 1.06594  0.002
H5 4.03356 0.10402 0.40658  0.000

Properties
Net charge ... +4
⟨S²⟩ ... 6.013
LUMO level (alpha / beta) ... -16.07 / -15.89 eV
Multiplicity ... 5
ΔE to the lowest compared entry with this formula, charge and spin ... 0.000 eV

=====

Entry from OMol25: C5H5NOS in the gas phase (ωB97M-V/def2-TZVPD).

Each line ends with the natural charge from an NBO analysis.
Atoms and positions in Å:
C1 0.82145 -1.45004 0.15352  0.179
C2 1.82936 1.26006 0.50526  0.020
C3 2.48095 0.04167 0.49705  -0.198
C4 0.18360 -0.24246 -0.66576  -0.481
C5 0.44704 1.14175 0.01508  -0.521
N1 1.91920 -1.21332 0.69367  -0.457
O1 4.65592 -0.59084 -0.92640  -0.826
S1 4.16566 0.44690 0.01748  1.126
H1 0.50391 -2.55429 0.24107  0.209
H2 0.69177 -0.18274 -1.58707  0.224
H3 -0.81267 -0.46071 -0.86972  0.222
H4 -0.16885 1.37668 0.93904  0.253
H5 0.25044 1.89121 -0.68155  0.250

Properties
LUMO level (alpha / beta) ... -1.45 / -1.15 eV
Multiplicity ... 1
ΔE to the lowest compared entry with this formula, charge and spin ... 5.422 eV

=====

Entry from OMol25: 2 unconnected molecules or ions with the total composition C33H43O2Si (ωB97M-V/def2-TZVPD).

Each line ends with the Löwdin charge.
Atoms and positions in Å:
C1 -5.17934 0.18858 2.29132  -0.104
C2 -3.81080 -0.26401 2.77167  -0.258
C3 -2.83766 0.83284 3.23504  -0.184
C4 -1.54846 0.27138 3.79267  -0.104
O1 -1.27643 -0.77719 2.77963  -0.093
C5 -0.08476 -1.21648 2.38420  -0.483
C6 -0.23806 -2.16836 1.40295  0.043
O2 0.96668 -0.74305 3.04662  -0.068
Si1 2.59634 -0.44634 2.56764  0.558
C7 2.90361 -1.13544 0.88293  -0.158
C8 2.72706 1.39965 2.71234  -0.147
C9 3.78205 -1.28256 3.84043  -0.628
C10 4.37314 -2.56104 3.23998  -0.107
C11 3.01046 -1.64374 5.11312  -0.096
C12 4.91523 -0.31118 4.19140  -0.104
H1 -5.73229 -0.68307 1.93145  0.074
H2 -5.75798 0.62295 3.10738  0.074
H3 -5.12939 0.91954 1.48100  0.061
H4 -3.93524 -0.93268 3.63045  0.119
H5 -3.29535 -0.84024 1.99687  0.099
H6 -2.57211 1.48238 2.38754  0.072
H7 -3.34804 1.47153 3.95806  0.122
H8 -0.75034 1.01438 3.82635  0.121
H9 -1.66449 -0.23563 4.75550  0.133
H10 0.59083 -2.68382 0.93089  0.038
H11 -1.25933 -2.54152 1.33168  0.054
H12 3.93533 -0.85599 0.60961  0.051
H13 2.81082 -2.22566 0.79026  0.040
H14 2.22921 -0.67801 0.14777  0.033
H15 3.68076 1.77587 2.31208  0.045
H16 1.91370 1.86126 2.13655  0.032
H17 2.63221 1.74109 3.75278  0.047
H18 4.93771 -2.36125 2.32130  0.075
H19 5.05655 -3.00307 3.97816  0.089
H20 3.58962 -3.29628 3.01648  0.086
H21 2.58400 -0.75670 5.59985  0.084
H22 2.19918 -2.35477 4.90538  0.082
H23 3.71608 -2.11856 5.81140  0.090
H24 4.54259 0.56202 4.74072  0.077
H25 5.63810 -0.83497 4.83336  0.090
H26 5.44695 0.04375 3.29862  0.082
C13 1.53927 0.59087 -7.61333  -0.039
C14 1.04415 1.70402 -6.91953  -0.051
C15 0.41492 1.54998 -5.68426  -0.008
C16 0.17242 0.26618 -5.13609  -0.163
C17 -0.49225 0.08994 -3.84056  -0.043
C18 -0.42310 1.12370 -2.87122  -0.009
C19 -1.24257 1.25191 -1.75937  0.066
C20 -1.33096 2.46291 -0.97059  -0.190
C21 -2.25454 2.55841 0.10501  -0.012
C22 -2.33041 3.70903 0.89229  -0.056
C23 -1.50369 4.81258 0.62233  -0.035
C24 -0.63086 4.75802 -0.47325  -0.053
C25 -0.53708 3.60536 -1.25070  -0.008
C26 -1.22302 -1.13807 -3.56419  -0.175
C27 -1.26894 -1.70374 -2.26817  -0.024
C28 -2.08213 -2.80206 -1.99120  -0.039
C29 -2.80991 -3.41533 -3.02591  -0.036
C30 -2.72562 -2.91448 -4.33371  -0.047
C31 -1.92602 -1.80440 -4.59886  -0.015
C32 0.65692 -0.84706 -5.87064  -0.014
C33 1.34895 -0.68817 -7.07255  -0.046
H27 2.04520 0.70968 -8.57141  0.118
H28 1.15473 2.70241 -7.34358  0.115
H29 0.09293 2.43211 -5.12561  0.116
H30 0.31706 1.90953 -3.08241  0.109
H31 -1.96015 0.46101 -1.52676  0.126
H32 -2.91403 1.71017 0.29725  0.109
H33 -3.02337 3.75459 1.73517  0.115
H34 -1.52311 5.68518 1.27640  0.118
H35 -0.00640 5.62201 -0.70934  0.116
H36 0.16247 3.57922 -2.08562  0.107
H37 -0.64801 -1.27233 -1.48017  0.106
H38 -2.14769 -3.18033 -0.96824  0.107
H39 -3.43674 -4.28091 -2.80956  0.117
H40 -3.28144 -3.38795 -5.14853  0.118
H41 -1.84556 -1.43405 -5.62305  0.123
H42 0.52205 -1.85065 -5.46114  0.124
H43 1.73839 -1.56491 -7.59236  0.117

Properties
Net charge ... +1
LUMO level ... -5.32 eV
Multiplicity ... 1
ΔE to the lowest compared entry with this formula, charge and spin ... 0.438 eV